(1)
# C60H142N3O36S11

15 unconnected molecules or ions with the total composition C60H142N3O36S11 (ωB97M-V/def2-TZVPD, OMol25).

Results
HOMO level (spin up / spin down) = -7.66 / -6.45 eV
Multiplicity = 4
Energy relative to the best compared isomer or geometry (same formula, charge and spin) = 54.1 kcal/mol
M = 1834.518 g/mol

Geometry as XYZ:
```
252
Properties=species:S:1:pos:R:3:lowdin_charge:R:1
C -8.48 -5.07 0.63 0.017
C -7.15 -4.33 1.08 -0.403
C -6.98 -4.17 2.58 -0.097
C -5.81 -4.85 3.48 -0.149
C -5.32 -6.06 2.79 -0.180
C -4.86 -5.95 1.32 -0.440
N -6.05 -5.27 0.54 0.034
O -5.85 -5.40 -0.68 0.144
C -3.71 -5.00 1.15 -0.035
C -4.66 -7.29 0.71 -0.019
C -6.74 -2.95 0.45 -0.006
H -8.27 -5.41 -0.38 0.079
H -9.28 -4.28 0.63 0.108
H -8.88 -5.72 1.49 0.111
H -6.87 -3.17 2.99 0.114
H -7.88 -4.72 3.00 0.125
H -6.00 -5.16 4.50 0.121
H -4.93 -4.19 3.60 0.116
H -6.05 -6.87 2.97 0.133
H -4.53 -6.50 3.44 0.147
H -3.23 -4.86 0.18 0.078
H -3.58 -4.03 1.71 0.084
H -2.88 -5.45 1.70 0.092
H -5.57 -7.76 0.29 0.105
H -3.82 -7.30 -0.08 0.128
H -4.31 -7.85 1.56 0.091
H -5.86 -2.53 0.95 0.103
H -7.60 -2.25 0.82 0.138
H -6.67 -2.93 -0.59 0.033
C -1.43 0.07 1.94 -0.015
C -0.60 0.79 0.83 -0.512
C -0.27 2.33 1.04 -0.076
C 1.10 2.45 1.87 -0.156
C 2.26 1.66 1.28 -0.131
C 1.87 0.19 1.29 -0.567
N 0.56 -0.08 0.68 0.198
O -1.29 -3.72 2.51 -0.552
C 2.91 -0.70 0.65 -0.037
C 1.73 -0.38 2.73 -0.035
C -1.47 0.66 -0.44 -0.044
H -1.43 -0.98 1.77 0.058
H -2.41 0.49 1.90 0.063
H -0.99 0.24 2.89 0.043
H -0.23 2.90 0.13 0.062
H -1.09 2.86 1.58 0.100
H 0.74 2.21 2.87 0.099
H 1.45 3.47 2.02 0.087
H 3.19 1.80 1.84 0.111
H 2.42 1.99 0.23 0.121
H 3.09 -0.58 -0.40 0.047
H 3.87 -0.46 1.09 0.076
H 2.72 -1.75 0.88 0.067
H 0.94 0.14 3.29 0.049
H 1.37 -1.42 2.61 0.097
H 2.62 -0.14 3.34 0.097
H -2.23 1.53 -0.30 0.102
H -2.06 -0.22 -0.61 0.053
H -0.83 0.78 -1.31 0.041
C -2.66 4.06 5.23 0.000
C -3.70 4.88 4.32 -0.455
C -3.24 4.89 2.83 -0.110
C -3.76 3.59 2.17 -0.183
C -5.28 3.53 2.14 -0.101
C -5.78 3.35 3.65 -0.448
N -5.08 4.29 4.58 -0.173
O -5.46 4.26 5.74 0.003
C -7.29 3.63 3.72 -0.029
C -5.51 1.96 4.17 -0.038
C -3.75 6.31 4.71 -0.061
H -1.66 4.48 5.32 0.082
H -2.65 3.09 4.71 0.058
H -3.05 3.81 6.25 0.090
H -3.73 5.82 2.47 0.115
H -2.18 5.09 2.77 0.110
H -3.35 2.68 2.62 0.092
H -3.44 3.51 1.14 0.080
H -5.61 2.67 1.62 0.082
H -5.82 4.34 1.68 0.117
H -7.43 4.68 3.83 0.079
H -7.79 3.23 2.82 0.092
H -7.75 3.22 4.58 0.068
H -5.89 1.78 5.18 0.092
H -5.93 1.14 3.57 0.086
H -4.46 1.73 4.23 0.063
H -2.73 6.74 4.58 0.103
H -3.98 6.38 5.75 0.078
H -4.35 6.90 4.00 0.092
O 2.46 -1.38 5.59 -0.286
S 1.74 -2.31 6.42 0.555
O 2.14 -2.34 7.78 -0.274
O 0.19 -1.95 6.51 -0.234
C -0.47 -2.05 5.24 -0.308
C -1.91 -2.15 5.56 -0.088
C 1.86 -3.90 5.70 -0.125
H -0.27 -3.03 4.76 0.083
H -0.18 -1.18 4.68 0.095
H -2.23 -3.11 5.93 0.073
H -2.58 -1.98 4.69 0.078
H -2.15 -1.39 6.33 0.085
H 1.37 -3.99 4.74 0.035
H 1.41 -4.64 6.43 0.113
H 2.95 -4.06 5.56 0.083
O 9.60 -1.04 3.59 -0.292
S 8.99 -0.50 4.80 0.592
O 9.48 0.68 5.43 -0.264
O 7.39 -0.43 4.61 -0.267
C 6.93 0.66 3.77 -0.259
C 7.10 0.30 2.33 -0.085
C 8.90 -1.78 5.98 -0.137
H 7.45 1.53 4.14 0.108
H 5.86 0.87 3.92 0.124
H 6.39 -0.58 2.10 0.088
H 8.17 -0.01 2.09 0.092
H 6.62 1.08 1.72 0.073
H 8.25 -1.57 6.84 0.087
H 9.86 -1.81 6.52 0.085
H 8.65 -2.69 5.46 0.067
O -1.32 -4.80 -4.36 -0.234
S -2.00 -3.63 -4.09 0.512
O -1.81 -2.40 -4.76 -0.251
O -3.56 -3.96 -4.26 -0.297
C -4.11 -5.26 -3.83 -0.244
C -4.76 -5.79 -5.07 -0.059
C -2.00 -3.31 -2.36 -0.115
H -4.78 -4.96 -3.06 0.087
H -3.45 -6.03 -3.41 0.129
H -5.34 -4.93 -5.54 0.101
H -5.38 -6.60 -4.65 0.094
H -4.04 -6.05 -5.79 0.067
H -2.12 -4.29 -1.75 0.100
H -2.69 -2.54 -2.11 0.025
H -1.05 -2.86 -1.99 0.088
O -4.64 3.19 -5.55 -0.298
S -4.41 4.52 -5.01 0.594
O -5.48 5.16 -4.24 -0.293
O -3.10 4.36 -4.12 -0.274
C -2.98 5.30 -3.05 -0.239
C -3.25 4.48 -1.80 -0.045
C -3.83 5.56 -6.33 -0.109
H -3.72 6.12 -3.28 0.129
H -2.00 5.62 -2.99 0.085
H -3.08 5.06 -0.91 0.073
H -2.55 3.65 -1.74 0.075
H -4.25 4.12 -1.94 0.071
H -3.14 4.96 -6.91 0.080
H -3.48 6.52 -5.90 0.087
H -4.82 5.83 -6.76 0.084
O 8.80 6.68 -0.46 -0.274
S 7.74 5.75 -0.71 0.566
O 7.93 4.32 -0.81 -0.305
O 6.72 5.97 0.46 -0.249
C 5.88 4.80 0.78 -0.248
C 4.97 5.27 1.89 -0.071
C 6.81 6.27 -2.17 -0.109
H 6.47 3.97 1.18 0.110
H 5.37 4.36 -0.08 0.109
H 4.34 4.49 2.37 0.075
H 4.26 6.05 1.46 0.094
H 5.53 5.74 2.68 0.074
H 6.51 7.32 -2.03 0.080
H 5.97 5.55 -2.24 0.045
H 7.53 6.14 -3.00 0.084
O -4.93 -1.80 -1.72 -0.276
S -5.02 -0.53 -2.31 0.603
O -3.80 0.25 -2.55 -0.298
O -5.83 -0.71 -3.69 -0.253
C -5.22 -0.41 -4.96 -0.254
C -5.39 -1.60 -5.88 -0.053
C -6.20 0.58 -1.51 -0.101
H -4.19 -0.08 -4.90 0.102
H -5.71 0.51 -5.30 0.117
H -6.43 -1.82 -6.10 0.076
H -4.96 -2.41 -5.28 0.055
H -4.88 -1.52 -6.86 0.101
H -5.68 1.00 -0.58 0.090
H -7.13 0.10 -1.20 0.065
H -6.40 1.35 -2.27 0.076
O 7.46 0.22 -2.73 -0.297
S 7.12 0.63 -4.05 0.638
O 6.82 -0.44 -5.05 -0.310
O 5.98 1.75 -4.05 -0.241
C 4.61 1.25 -3.86 -0.234
C 4.17 1.24 -2.39 -0.063
C 8.50 1.66 -4.67 -0.098
H 4.48 0.22 -4.17 0.097
H 3.93 1.79 -4.51 0.108
H 4.29 2.33 -2.03 0.091
H 4.95 0.59 -1.91 0.065
H 3.23 0.79 -2.15 0.045
H 8.30 1.98 -5.68 0.055
H 9.43 1.05 -4.77 0.079
H 8.68 2.45 -3.93 0.076
O 3.06 -7.43 1.50 -0.304
S 1.90 -6.97 2.26 0.612
O 1.38 -7.79 3.28 -0.263
O 2.22 -5.53 2.98 -0.291
C 3.07 -4.68 2.17 -0.299
C 4.49 -4.72 2.65 -0.051
C 0.68 -6.41 1.08 -0.111
H 2.61 -3.67 2.16 0.113
H 2.91 -5.04 1.10 0.110
H 5.08 -4.27 1.86 0.064
H 4.63 -5.81 2.76 0.082
H 4.60 -4.17 3.62 0.093
H 0.15 -7.26 0.66 0.067
H 1.10 -5.83 0.32 0.044
H 0.11 -5.70 1.68 0.030
O 0.04 2.53 -2.97 -0.257
S 0.11 2.05 -4.28 0.589
O 0.50 3.02 -5.29 -0.294
O 1.07 0.75 -4.46 -0.231
C 0.58 -0.43 -3.71 -0.263
C 1.62 -1.50 -3.76 -0.059
C -1.46 1.39 -4.80 -0.091
H -0.30 -0.81 -4.21 0.072
H 0.41 -0.34 -2.63 0.115
H 1.99 -1.71 -4.79 0.109
H 1.18 -2.47 -3.42 0.091
H 2.39 -1.24 -3.04 0.048
H -1.77 0.76 -4.02 0.033
H -1.45 1.06 -5.81 0.087
H -2.07 2.26 -4.79 0.032
O 3.64 6.76 -3.50 -0.266
S 3.15 5.48 -3.75 0.542
O 4.02 4.36 -3.46 -0.276
O 1.81 5.30 -2.98 -0.242
C 1.85 5.32 -1.56 -0.261
C 0.48 5.50 -0.97 -0.055
C 2.51 5.53 -5.42 -0.091
H 2.54 6.14 -1.22 0.136
H 2.32 4.44 -1.16 0.104
H 0.01 6.37 -1.39 0.075
H 0.58 5.64 0.13 0.102
H -0.16 4.67 -1.15 0.031
H 3.43 5.58 -6.03 0.090
H 1.91 6.45 -5.52 0.089
H 1.97 4.66 -5.65 0.008
O 4.66 -1.88 -2.37 -0.286
S 5.26 -2.71 -1.36 0.512
O 4.37 -3.41 -0.54 -0.239
O 6.18 -3.81 -2.02 -0.245
C 6.89 -3.38 -3.23 -0.197
C 5.94 -3.66 -4.38 -0.061
C 6.43 -1.76 -0.49 -0.138
H 7.78 -3.95 -3.29 0.114
H 7.12 -2.33 -3.11 0.071
H 6.48 -3.43 -5.30 0.082
H 5.06 -3.06 -4.38 0.053
H 5.65 -4.68 -4.44 0.074
H 7.19 -1.27 -1.25 0.096
H 6.93 -2.29 0.34 0.085
H 5.90 -0.91 0.00 0.047
```


(2)
# C60H150N10O20

10 unconnected molecules or ions with the total composition C60H150N10O20 (ωB97M-V/def2-TZVPD, OMol25).

Results
HOMO level = -7.54 eV
Multiplicity = 1
Energy relative to the best compared isomer or geometry (same formula, charge and spin) = 126.8 kcal/mol
SMILES = COCCNCCOC.COCCNCCOC.COCCNCCOC.COCCNCCOC.COCCNCCOC.COCCNCCOC.COCCNCCOC.COCCNCCOC.COCCNCCOC.COCCNCCOC
M = 1331.910 g/mol

Geometry as XYZ:
```
240
Properties=species:S:1:pos:R:3:lowdin_charge:R:1
C -8.86 2.56 1.84 -0.171
O -7.56 2.77 1.47 -0.206
C -6.57 2.98 2.57 -0.126
C -5.28 3.53 1.93 -0.180
N -4.77 2.59 0.94 -0.066
C -3.59 3.10 0.25 -0.172
C -3.09 2.06 -0.80 -0.175
O -4.13 1.68 -1.73 -0.197
C -3.91 0.58 -2.58 -0.105
H -8.95 1.71 2.52 0.079
H -9.47 2.39 0.96 0.090
H -9.36 3.44 2.25 0.085
H -6.45 2.03 3.09 0.098
H -7.06 3.64 3.29 0.117
H -4.59 3.68 2.76 0.118
H -5.43 4.50 1.46 0.118
H -5.51 2.40 0.28 0.106
H -2.78 3.14 0.99 0.095
H -3.56 4.09 -0.20 0.102
H -2.83 1.17 -0.23 0.101
H -2.18 2.45 -1.27 0.103
H -3.89 -0.36 -2.02 0.066
H -2.93 0.68 -3.05 0.084
H -4.72 0.55 -3.31 0.091
C 3.29 -3.23 1.54 -0.081
O 2.57 -2.40 2.47 -0.205
C 1.53 -3.12 3.12 -0.221
C 0.70 -2.20 4.08 -0.152
N -0.47 -2.92 4.72 -0.045
C -1.15 -2.00 5.62 -0.223
C -2.35 -2.71 6.17 -0.266
O -3.26 -3.01 5.17 -0.195
C -4.33 -3.77 5.68 -0.098
H 2.56 -3.41 0.74 0.067
H 3.66 -4.12 2.04 0.082
H 4.03 -2.52 1.16 0.085
H 1.84 -4.08 3.55 0.117
H 0.79 -3.50 2.42 0.101
H 0.53 -1.26 3.55 0.098
H 1.37 -1.97 4.92 0.112
H -1.24 -3.28 4.16 0.090
H -1.38 -1.11 5.04 0.099
H -0.47 -1.75 6.43 0.126
H -2.78 -2.07 6.94 0.127
H -1.97 -3.61 6.65 0.127
H -4.90 -3.19 6.40 0.088
H -4.05 -4.75 6.08 0.093
H -5.02 -3.87 4.85 0.086
C 1.59 -7.18 -6.47 -0.115
O 2.98 -6.83 -6.49 -0.195
C 3.49 -6.71 -7.84 -0.177
C 5.06 -6.54 -7.74 -0.209
N 5.32 -5.21 -7.27 -0.088
C 6.72 -5.02 -6.84 -0.173
C 6.77 -3.58 -6.26 -0.194
O 6.00 -3.33 -5.06 -0.200
C 5.76 -1.99 -4.67 -0.107
H 1.36 -8.15 -6.90 0.084
H 0.92 -6.56 -7.07 0.083
H 1.16 -7.17 -5.47 0.051
H 2.95 -5.88 -8.30 0.119
H 3.35 -7.59 -8.47 0.110
H 5.46 -6.46 -8.75 0.113
H 5.53 -7.37 -7.21 0.116
H 4.68 -5.03 -6.50 0.094
H 7.37 -5.16 -7.71 0.116
H 7.03 -5.79 -6.14 0.111
H 6.62 -2.85 -7.06 0.113
H 7.78 -3.30 -5.95 0.110
H 4.93 -1.74 -4.01 0.069
H 5.74 -1.37 -5.56 0.083
H 6.67 -1.63 -4.17 0.081
C 4.74 -7.05 0.55 -0.082
O 3.74 -6.72 -0.44 -0.204
C 2.46 -6.51 0.18 -0.192
C 1.36 -6.24 -0.93 -0.160
N 1.05 -7.56 -1.50 -0.072
C 0.26 -7.55 -2.71 -0.216
C 0.26 -8.93 -3.42 -0.220
O -0.62 -8.96 -4.54 -0.211
C -0.63 -10.26 -5.17 -0.096
H 4.41 -7.80 1.27 0.085
H 4.92 -6.06 0.99 0.075
H 5.63 -7.41 0.04 0.086
H 2.46 -5.67 0.87 0.079
H 2.17 -7.40 0.74 0.117
H 1.63 -5.66 -1.81 0.096
H 0.49 -5.76 -0.49 0.114
H 1.85 -8.12 -1.74 0.103
H 0.61 -6.86 -3.48 0.089
H -0.79 -7.32 -2.53 0.107
H -0.20 -9.69 -2.77 0.120
H 1.29 -9.18 -3.63 0.119
H -1.10 -11.00 -4.52 0.083
H 0.38 -10.48 -5.51 0.085
H -1.32 -10.28 -6.01 0.082
C 4.80 0.57 2.72 -0.122
O 4.86 1.50 1.69 -0.178
C 4.11 1.05 0.58 -0.213
C 4.28 2.03 -0.61 -0.146
N 3.40 1.63 -1.75 -0.060
C 3.34 2.60 -2.84 -0.215
C 2.46 1.99 -3.92 -0.223
O 3.03 0.76 -4.41 -0.195
C 2.03 -0.07 -5.08 -0.058
H 4.71 -0.47 2.41 0.076
H 3.94 0.76 3.37 0.076
H 5.69 0.77 3.32 0.094
H 3.09 1.07 0.97 0.103
H 4.29 0.04 0.21 0.116
H 5.35 2.07 -0.83 0.119
H 3.97 2.98 -0.17 0.098
H 3.82 0.85 -2.23 0.099
H 4.36 2.70 -3.23 0.122
H 2.90 3.54 -2.51 0.108
H 2.35 2.83 -4.61 0.120
H 1.47 1.82 -3.49 0.112
H 1.05 -0.01 -4.60 0.084
H 2.40 -1.09 -5.18 0.063
H 1.92 0.39 -6.06 0.087
C -2.49 -2.87 0.67 -0.129
O -2.21 -3.77 -0.33 -0.182
C -3.13 -3.77 -1.36 -0.250
C -3.15 -5.02 -2.18 -0.186
N -2.02 -5.10 -3.10 -0.067
C -2.17 -4.38 -4.35 -0.187
C -0.84 -4.51 -5.14 -0.187
O 0.20 -3.76 -4.44 -0.203
C 1.55 -3.89 -5.01 -0.076
H -3.43 -3.02 1.20 0.087
H -2.49 -1.86 0.27 0.068
H -1.69 -2.85 1.42 0.082
H -2.95 -2.90 -1.98 0.118
H -4.09 -3.78 -0.84 0.120
H -4.13 -5.04 -2.68 0.123
H -3.15 -5.91 -1.55 0.120
H -1.13 -4.98 -2.64 0.095
H -2.42 -3.36 -4.07 0.104
H -2.95 -4.77 -5.00 0.119
H -1.00 -4.02 -6.10 0.111
H -0.54 -5.52 -5.38 0.099
H 1.57 -3.69 -6.08 0.092
H 2.03 -4.85 -4.82 0.071
H 2.27 -3.27 -4.46 0.046
C 2.51 -2.42 -1.88 -0.089
O 2.08 -1.41 -0.96 -0.214
C 0.62 -1.35 -0.91 -0.141
C 0.32 -0.18 0.09 -0.212
N 0.52 1.07 -0.53 -0.062
C 0.35 2.22 0.35 -0.170
C 0.60 3.53 -0.47 -0.163
O 0.51 4.74 0.30 -0.215
C 1.75 4.95 1.04 -0.056
H 2.17 -2.10 -2.87 0.059
H 2.23 -3.43 -1.57 0.072
H 3.60 -2.45 -1.87 0.087
H 0.06 -2.22 -0.56 0.104
H 0.26 -1.10 -1.91 0.117
H 1.04 -0.17 0.90 0.105
H -0.69 -0.32 0.49 0.097
H 1.41 1.12 -1.00 0.068
H 1.07 2.17 1.16 0.097
H -0.67 2.35 0.71 0.095
H -0.20 3.63 -1.21 0.108
H 1.54 3.44 -1.02 0.085
H 1.88 5.97 1.41 0.081
H 2.66 4.81 0.46 0.078
H 1.84 4.25 1.87 0.069
C -8.33 -1.16 1.63 -0.110
O -7.27 -1.67 0.80 -0.185
C -6.08 -0.86 0.68 -0.162
C -5.38 -0.71 2.07 -0.195
N -4.07 0.01 2.07 -0.036
C -3.64 0.21 3.49 -0.179
C -2.39 1.02 3.42 -0.245
O -1.71 1.31 4.60 -0.193
C -0.48 1.99 4.46 -0.099
H -8.13 -0.93 2.67 0.077
H -9.09 -1.94 1.71 0.084
H -8.81 -0.33 1.12 0.075
H -6.24 0.08 0.15 0.112
H -5.32 -1.42 0.14 0.098
H -5.26 -1.68 2.55 0.114
H -6.02 -0.12 2.73 0.079
H -4.25 0.94 1.71 0.036
H -3.63 -0.75 4.00 0.104
H -4.37 0.79 4.06 0.111
H -2.63 1.97 2.94 0.105
H -1.68 0.58 2.72 0.108
H -0.55 2.95 3.94 0.088
H 0.17 1.33 3.88 0.069
H -0.03 2.10 5.45 0.094
C 3.83 8.31 0.81 -0.127
O 2.42 8.32 0.76 -0.206
C 1.94 7.90 -0.59 -0.178
C 0.45 8.15 -0.78 -0.148
N -0.41 7.19 0.02 -0.058
C -1.84 7.31 -0.21 -0.196
C -2.34 6.62 -1.49 -0.248
O -2.17 7.43 -2.61 -0.195
C -3.17 7.19 -3.62 -0.089
H 4.12 9.14 1.45 0.086
H 4.28 8.50 -0.16 0.077
H 4.20 7.35 1.19 0.079
H 2.20 6.85 -0.77 0.103
H 2.51 8.47 -1.33 0.110
H 0.12 7.87 -1.78 0.104
H 0.17 9.16 -0.48 0.120
H -0.07 6.25 0.13 0.036
H -2.27 8.30 -0.03 0.119
H -2.36 6.72 0.54 0.100
H -3.38 6.29 -1.39 0.103
H -1.68 5.77 -1.67 0.116
H -4.20 7.04 -3.29 0.082
H -2.90 6.29 -4.18 0.079
H -3.13 7.97 -4.38 0.081
C -0.50 11.22 9.35 -0.138
O -0.57 9.90 8.99 -0.185
C 0.24 9.51 7.93 -0.248
C 0.20 8.03 7.69 -0.213
N 1.19 7.55 6.71 -0.076
C 0.94 6.21 6.24 -0.196
C 2.08 5.74 5.31 -0.186
O 1.74 4.44 4.81 -0.219
C 2.80 3.64 4.39 -0.137
H 0.45 11.44 9.83 0.088
H -1.28 11.53 10.05 0.089
H -0.65 11.85 8.47 0.086
H 1.25 9.85 8.18 0.127
H -0.14 10.03 7.05 0.126
H -0.82 7.87 7.34 0.116
H 0.30 7.47 8.63 0.126
H 1.01 8.22 5.98 0.106
H -0.04 6.28 5.77 0.122
H 1.00 5.45 7.02 0.126
H 3.04 5.74 5.82 0.122
H 2.16 6.34 4.40 0.118
H 2.52 2.72 3.88 0.075
H 3.53 3.55 5.20 0.091
H 3.41 4.15 3.65 0.077
```